Entry 1:
{"formula": "C12H26N2O4S2", "method": "ωB97M-V with the def2-TZVPD basis set", "mol_weight_da": 326.5, "homo_lumo_gap_ha": 0.3374, "species": ["C", "N", "C", "O", "C", "N", "C", "C", "O", "C", "C", "C", "H", "H", "H", "H", "H", "H", "H", "H", "H", "H", "H", "H", "H", "H", "H", "H", "O", "C", "C", "S", "C", "O", "C", "S", "H", "H", "H", "H", "H", "H", "H", "H", "H", "H"], "xyz": [[-3.15, 1.24, 1.95], [-2.53, 0.47, 0.88], [-1.26, 0.06, 0.80], [-0.90, -0.61, -0.16], [-0.23, 0.44, 1.87], [0.50, -0.77, 2.29], [0.83, -1.05, 3.55], [1.64, -2.31, 3.77], [0.53, -0.34, 4.50], [0.75, 1.50, 1.32], [0.03, 2.76, 0.82], [1.77, 1.96, 2.37], [-4.21, 1.40, 1.73], [-3.07, 0.71, 2.90], [-2.67, 2.22, 2.04], [-3.11, 0.18, 0.10], [-0.74, 0.87, 2.73], [0.77, -1.42, 1.57], [1.87, -2.39, 4.83], [2.56, -2.25, 3.20], [1.06, -3.17, 3.46], [1.30, 1.07, 0.48], [0.76, 3.49, 0.46], [-0.55, 3.20, 1.62], [-0.63, 2.51, -0.02], [1.26, 2.34, 3.25], [2.41, 1.12, 2.66], [2.41, 2.74, 1.96], [0.36, 0.54, -2.35], [0.72, -0.42, -3.35], [2.11, -1.00, -3.04], [3.44, 0.24, -3.30], [-0.32, -1.56, -3.44], [-0.44, -2.25, -2.19], [-1.69, -1.09, -3.96], [-2.89, -0.60, -2.65], [0.03, 0.08, -1.54], [0.78, 0.09, -4.32], [2.30, -1.86, -3.69], [2.13, -1.36, -2.00], [4.52, -0.45, -2.88], [0.06, -2.27, -4.18], [-0.85, -1.66, -1.51], [-1.55, -0.25, -4.64], [-2.14, -1.91, -4.53], [-3.96, -0.25, -3.41]], "lowdin_charge": [-0.045, 0.066, -0.403, -0.024, -0.173, 0.120, -0.564, 0.003, 0.040, -0.354, -0.055, -0.057, 0.092, 0.093, 0.076, 0.108, 0.137, 0.151, 0.085, 0.082, 0.083, 0.137, 0.086, 0.078, 0.080, 0.088, 0.074, 0.081, -0.062, -0.410, -0.498, 0.690, -0.387, -0.067, -0.442, 0.737, 0.042, 0.140, 0.076, 0.080, -0.158, 0.146, 0.016, 0.079, 0.074, -0.144]}

---

Entry 2:
{"formula": "C5H10NO", "method": "ωB97M-V with the def2-TZVPD basis set", "total_charge": 1, "mol_weight_da": 100.1, "e_above_lowest_kcal_mol": 116.9, "homo_lumo_gap_ha": 0.1552, "species": ["O", "C", "C", "C", "C", "C", "N", "H", "H", "H", "H", "H", "H", "H", "H", "H", "H"], "xyz": [[0.65, 1.36, 0.88], [-0.25, 1.08, 0.15], [-0.27, -0.23, -0.56], [-1.50, -0.83, -0.93], [-1.79, -1.78, 0.27], [-2.03, -3.06, 0.13], [3.86, 2.79, -0.05], [-1.12, 1.74, 0.00], [0.66, -0.76, -0.72], [-2.29, -0.10, -1.08], [-1.30, -1.52, -1.73], [-1.85, -1.31, 1.24], [-1.98, -3.60, -0.80], [-2.33, -3.61, 1.01], [3.55, 3.74, 0.16], [4.68, 2.61, 0.53], [3.13, 2.16, 0.24]], "lowdin_charge": [0.177, -0.170, 0.194, -0.132, -0.102, 0.103, 0.009, 0.154, 0.167, 0.149, 0.147, 0.120, 0.096, 0.096, 0.017, 0.009, -0.034]}

---

Entry 3:
{"formula": "C6H14N2O2", "method": "ωB97M-V with the def2-TZVPD basis set", "mol_weight_da": 146.2, "e_above_lowest_kcal_mol": 34.6, "homo_lumo_gap_ha": 0.3812, "species": ["C", "N", "C", "C", "O", "H", "H", "H", "H", "H", "H", "H", "C", "N", "C", "C", "O", "H", "H", "H", "H", "H", "H", "H"], "xyz": [[-2.31, 0.08, -0.75], [-1.67, -1.22, -0.47], [-0.86, -1.72, -1.43], [-0.07, -2.96, -0.98], [-0.95, -1.37, -2.60], [-1.67, 0.56, -1.48], [-3.34, 0.01, -1.11], [-2.25, 0.75, 0.15], [-1.46, -1.53, 0.51], [-0.06, -3.81, -1.65], [0.86, -2.66, -0.45], [-0.74, -3.48, -0.24], [0.61, 0.21, 2.14], [1.24, 0.65, 0.92], [1.41, 2.08, 0.80], [1.87, 2.69, -0.52], [1.27, 2.72, 1.81], [0.69, -0.82, 2.54], [1.09, 0.81, 2.92], [-0.48, 0.41, 2.21], [1.01, 0.14, 0.09], [0.99, 2.59, -1.18], [2.09, 3.70, -0.32], [2.75, 2.17, -0.90]], "lowdin_charge": [-0.072, -0.012, -0.576, -0.010, 0.037, 0.071, 0.084, 0.087, 0.141, 0.079, 0.085, 0.082, -0.133, -0.003, -0.499, 0.009, 0.052, 0.080, 0.078, 0.081, 0.099, 0.093, 0.064, 0.084]}

---

Entry 4:
{"formula": "C2H3NO2S", "method": "ωB97M-V with the def2-TZVPD basis set", "mol_weight_da": 105.1, "e_above_lowest_kcal_mol": 98.3, "homo_lumo_gap_ha": 0.3583, "species": ["C", "C", "H", "H", "H", "N", "O", "O", "S"], "xyz": [[0.54, -0.48, 0.09], [1.05, 1.65, 1.10], [-2.52, -0.97, -1.13], [1.24, -1.78, 0.05], [1.02, 2.14, 2.24], [-0.67, -0.14, -0.22], [1.46, 0.31, 0.92], [0.55, 2.28, 0.25], [-1.29, -1.64, -1.01]], "lowdin_charge": [-0.350, -0.337, -0.112, 0.231, 0.194, -0.289, -0.081, 0.095, 0.650]}

---

Entry 5:
{"formula": "CH5O2P", "method": "ωB97M-V with the def2-TZVPD basis set", "mol_weight_da": 80.0, "e_above_lowest_kcal_mol": 12.6, "homo_lumo_gap_ha": 0.4035, "species": ["C", "O", "P", "O", "H", "H", "H", "H", "H"], "xyz": [[1.31, 0.50, 0.09], [-0.29, 0.53, 0.58], [-1.30, -0.46, -0.09], [-2.63, 0.06, 0.23], [1.79, -0.26, 0.78], [1.65, 1.47, 0.37], [1.48, 0.33, -1.04], [-0.78, -0.43, -1.43], [-1.23, -1.74, 0.50]], "lowdin_charge": [0.008, -0.375, 0.496, -0.393, 0.088, 0.044, 0.092, 0.024, 0.017]}